Entry 1:
Entry from the Open Molecules 2025 dataset: a structure of composition C27H34BBr4MnN6O2S3 at a distorted geometry (ωB97M-V/def2-TZVPD).

Output
Energy, eV: -386262.53475
Expectation value of S²: 6.2751
Max |F|, eV/Å: 4.1
HOMO level (spin up / spin down), eV: -6.392 / -6.494

Geometry as ORCA input:
```
! RIJCOSX wB97M-V def2-TZVPD def2/J DEFGRID3
* xyz 0 5
Mn -0.70 0.78 -0.19
C -4.88 -2.58 1.70
C -4.33 -2.67 0.26
C -4.61 -1.30 -0.45
C -5.03 -3.80 -0.54
N -2.86 -3.00 0.28
C -2.31 -4.16 -0.31
C -0.96 -4.00 -0.28
N -0.66 -2.76 0.26
B 0.89 -2.33 0.36
N 1.20 -1.36 1.61
C 1.17 -2.01 2.83
C 1.57 -1.12 3.78
N 1.78 0.13 3.17
C 1.54 -0.05 1.79
S 1.58 1.26 0.68
C 2.10 1.42 3.86
C 1.01 2.45 3.62
C 2.18 1.21 5.37
C 3.43 2.02 3.35
N 1.48 -1.75 -1.00
C 2.85 -1.78 -1.13
C 3.18 -1.35 -2.37
N 1.98 -1.00 -3.08
C 0.92 -1.23 -2.16
S -0.66 -0.68 -2.42
C 1.93 -0.31 -4.36
C 1.55 1.15 -4.10
C 3.36 -0.35 -5.00
C 0.96 -0.92 -5.33
C -1.82 -2.15 0.62
S -2.07 -0.60 1.31
H -5.98 -2.45 1.66
H -4.44 -1.76 2.30
H -4.70 -3.57 2.24
H -5.65 -1.33 -0.86
H -4.00 -1.16 -1.36
H -4.42 -0.46 0.26
H -6.11 -3.59 -0.64
H -4.90 -4.76 -0.01
H -4.59 -3.85 -1.56
H -2.91 -5.06 -0.55
H -0.16 -4.65 -0.57
H 1.51 -3.30 0.56
H 0.98 -3.05 2.92
H 1.72 -1.29 4.83
H 0.01 2.00 3.86
H 0.92 2.78 2.59
H 1.13 3.30 4.33
H 1.20 0.81 5.74
H 2.34 2.20 5.83
H 3.03 0.54 5.62
H 3.41 2.20 2.28
H 4.28 1.33 3.52
H 3.61 2.96 3.89
H 3.51 -2.19 -0.38
H 4.13 -1.18 -2.87
H 2.05 1.51 -3.16
H 0.46 1.28 -3.89
H 1.88 1.79 -4.92
H 4.07 0.26 -4.39
H 3.36 0.05 -6.03
H 3.82 -1.38 -4.97
H -0.03 -1.02 -4.89
H 1.31 -1.95 -5.57
H 0.93 -0.31 -6.27
Br -0.41 7.54 1.53
C -0.67 5.93 0.56
C -0.28 5.96 -0.80
Br 0.28 7.55 -1.63
C -0.25 4.77 -1.53
Br 0.22 4.78 -3.37
C -0.63 3.56 -0.87
O -0.52 2.43 -1.50
C -1.08 3.53 0.58
O -1.34 2.39 1.13
C -1.13 4.80 1.22
Br -1.78 4.91 2.97
*
```

=====

Entry 2:
Entry from the Open Molecules 2025 dataset: a structure of composition C27H34BiCl2N5O3 at a distorted geometry (ωB97M-V/def2-TZVPD).

Output
Energy, eV: -73024.84301
Max |F|, eV/Å: 3.0
HOMO level (spin up / spin down), eV: -5.564 / -5.247

Geometry as ORCA input:
```
! RIJCOSX wB97M-V def2-TZVPD def2/J DEFGRID3
* xyz 0 1
O 0.59 -0.47 -4.22
C -0.26 0.27 -4.74
C -0.14 1.74 -4.72
C 0.28 2.45 -3.57
H 0.38 1.97 -2.59
C 0.60 3.80 -3.70
H 1.00 4.36 -2.86
C 0.41 4.47 -4.92
H 0.70 5.52 -5.04
C -0.19 3.79 -5.98
H -0.40 4.32 -6.91
C -0.49 2.44 -5.87
H -0.98 1.91 -6.68
H -1.26 -0.12 -5.09
C -2.48 -1.23 -1.99
C -2.31 -0.08 -1.06
H -3.30 -1.06 -2.70
H -2.65 -2.17 -1.48
H -1.55 -1.37 -2.56
C -2.70 1.17 -1.46
C -4.05 1.76 -1.22
H -2.03 1.83 -2.02
H -4.47 2.12 -2.18
H -4.05 2.62 -0.54
H -4.71 1.00 -0.79
Bi -0.91 0.00 0.53
Cl -0.04 2.49 0.25
Cl -3.08 0.41 1.85
H 4.33 1.09 -2.88
H 4.24 1.31 -0.24
C 3.27 1.38 -2.83
C 3.16 1.52 -0.34
N 2.66 0.93 -1.58
H 2.73 0.92 -3.67
C 1.93 -0.19 -1.55
O 1.53 -0.78 -0.53
H 2.61 1.11 0.51
H 1.69 -0.59 -2.55
H 3.20 2.47 -2.91
H 3.02 2.61 -0.39
H -0.13 -6.16 0.58
H 1.55 -5.63 -1.33
C -0.85 -5.49 0.07
C 0.78 -4.96 -1.75
N -0.11 -4.48 -0.69
H -1.51 -5.00 0.80
C -0.28 -3.17 -0.50
O -1.01 -2.68 0.39
H 1.26 -4.09 -2.21
H 0.31 -2.56 -1.21
H -1.44 -6.09 -0.64
H 0.21 -5.51 -2.51
N -0.36 1.43 11.31
C -0.24 1.11 10.20
C -0.09 0.72 8.82
C -0.89 1.30 7.83
C -0.75 0.93 6.50
C 0.22 -0.02 6.17
C 1.03 -0.62 7.14
C 0.87 -0.25 8.48
N 0.40 -0.40 4.83
C 1.27 -1.40 4.33
C 1.11 -1.41 2.98
N 0.20 -0.43 2.63
C -0.22 0.15 3.77
H -1.63 2.05 8.11
H -1.38 1.36 5.73
H 1.78 -1.36 6.84
H 1.50 -0.71 9.24
H 1.93 -1.99 4.95
H 1.55 -2.05 2.23
H -0.97 0.91 3.82
*
```

=====

Entry 3:
Entry from the Open Molecules 2025 dataset: a structure of composition C27H34BrN6O4S4W at a distorted geometry (ωB97M-V/def2-TZVPD).

Output
Energy, eV: -160861.63420
Expectation value of S²: 2.0295
Max |F|, eV/Å: 1.6
HOMO level (spin up / spin down), eV: -15.889 / -15.893

Geometry as ORCA input:
```
! RIJCOSX wB97M-V def2-TZVPD def2/J DEFGRID3
* xyz 3 3
W 0.33 1.29 0.72
C 0.61 3.94 3.88
C 0.14 2.59 4.40
S 0.12 1.10 3.31
C 1.69 0.25 3.62
C 2.91 1.01 3.16
S 2.72 1.66 1.46
C 3.57 3.29 1.51
C 2.86 4.45 2.19
S 2.41 4.24 3.93
H 0.17 4.68 4.54
H 0.24 4.15 2.88
H -0.89 2.65 4.73
H 0.73 2.26 5.26
H 1.59 -0.72 3.12
H 1.75 0.05 4.69
H 3.79 0.37 3.15
H 3.10 1.89 3.79
H 3.80 3.52 0.47
H 4.51 3.03 2.02
H 1.98 4.77 1.63
H 3.57 5.28 2.16
Br 4.51 1.07 -5.60
C 3.15 1.08 -4.31
C 1.87 1.50 -4.66
C 0.87 1.51 -3.71
C 1.13 1.10 -2.41
C 2.42 0.71 -2.07
C 3.43 0.69 -3.01
N 0.11 1.10 -1.41
C -1.13 0.94 -1.75
C -2.18 1.18 -0.77
C -3.51 1.25 -1.13
C -4.45 1.66 -0.19
C -4.02 1.99 1.08
C -2.67 1.89 1.39
N -1.77 1.48 0.48
H 1.67 1.83 -5.67
H -0.10 1.90 -4.00
H 2.65 0.38 -1.06
H 4.43 0.36 -2.74
H -1.41 0.67 -2.76
H -3.80 1.00 -2.15
H -5.49 1.74 -0.45
H -4.71 2.34 1.84
H -2.30 2.15 2.37
N 0.00 4.50 0.38
C 0.11 3.36 0.51
C -2.62 -4.99 -3.74
C -1.86 -3.67 -3.71
S -1.23 -3.16 -2.11
O 0.18 -3.45 -2.04
O -1.64 -1.78 -1.86
C -2.02 -4.15 -0.83
C -1.13 -4.24 0.40
N -0.39 -2.98 0.66
C -0.94 -1.79 0.96
N -0.03 -0.82 0.84
C 1.16 -1.42 0.46
C 0.94 -2.75 0.37
N 1.94 -3.73 0.01
O 1.67 -4.90 0.17
O 2.98 -3.26 -0.39
C -2.36 -1.60 1.36
H -2.92 -5.18 -4.77
H -3.52 -4.97 -3.14
H -1.99 -5.83 -3.44
H -2.47 -2.84 -4.06
H -0.95 -3.72 -4.31
H -2.18 -5.16 -1.21
H -2.99 -3.69 -0.64
H -0.38 -5.01 0.27
H -1.71 -4.48 1.29
H 2.08 -0.91 0.25
H -2.74 -2.48 1.87
H -2.97 -1.41 0.48
H -2.43 -0.76 2.05
*
```

=====

Entry 4:
Entry from the Open Molecules 2025 dataset: a structure of composition C27H34GeN5O2PtS at a distorted geometry (ωB97M-V/def2-TZVPD).

Output
Energy, eV: -110675.81494
Expectation value of S²: 0.8923
Max |F|, eV/Å: 1.4
HOMO level (spin up / spin down), eV: -13.015 / -13.178

Geometry as ORCA input:
```
! RIJCOSX wB97M-V def2-TZVPD def2/J DEFGRID3
* xyz 2 2
Pt 0.14 -0.14 0.16
O -0.62 -0.85 3.84
N -1.10 -0.11 3.08
O -0.61 0.61 2.23
S -1.91 0.51 -0.92
C -2.73 1.40 0.29
N -3.65 0.91 1.12
C -4.20 1.93 2.02
C -3.49 3.21 1.53
N -2.60 2.70 0.49
H -3.96 -0.05 1.10
H -3.96 1.69 3.05
H -5.28 1.98 1.92
H -2.92 3.69 2.32
H -4.19 3.94 1.12
H -1.97 3.28 -0.04
C 1.90 -4.23 3.65
C 3.01 -3.41 3.84
C 3.12 -2.21 3.16
C 2.12 -1.83 2.26
C 1.02 -2.66 2.07
C 0.90 -3.86 2.77
Ge 2.32 -0.10 1.30
C 3.84 -0.28 0.03
C 4.51 -1.50 -0.12
C 5.55 -1.62 -1.03
C 5.94 -0.53 -1.80
C 5.28 0.69 -1.66
C 4.25 0.81 -0.75
C 2.81 1.32 2.56
C 3.99 2.05 2.40
C 4.30 3.08 3.27
C 3.43 3.41 4.30
C 2.27 2.67 4.50
C 1.97 1.62 3.63
H 1.82 -5.16 4.20
H 3.79 -3.71 4.53
H 3.98 -1.57 3.32
H 0.25 -2.39 1.34
H 0.04 -4.49 2.63
H 4.22 -2.35 0.49
H 6.07 -2.57 -1.13
H 6.78 -0.62 -2.48
H 5.59 1.54 -2.25
H 3.76 1.77 -0.61
H 4.68 1.79 1.61
H 5.22 3.63 3.15
H 3.66 4.23 4.97
H 1.61 2.90 5.32
H 1.09 1.02 3.82
C 2.38 -2.32 -3.27
C 1.61 -2.03 -1.96
N 0.70 -0.89 -2.14
C -0.32 -1.25 -3.13
C 0.36 -1.62 -4.48
N 1.83 -1.41 -4.33
C 2.12 0.01 -3.97
C 1.42 0.31 -2.62
H 2.24 -3.35 -3.59
H 3.44 -2.12 -3.16
H 2.31 -1.80 -1.17
H 1.02 -2.89 -1.66
H -1.00 -0.41 -3.26
H -0.90 -2.09 -2.75
H 0.00 -0.99 -5.29
H 0.19 -2.66 -4.74
H 2.29 -1.63 -5.21
H 1.74 0.65 -4.77
H 3.20 0.14 -3.89
H 0.70 1.11 -2.73
H 2.15 0.60 -1.87
*
```

=====

Entry 5:
Entry from the Open Molecules 2025 dataset: a structure of composition C27H34N7O4V at a distorted geometry (ωB97M-V/def2-TZVPD).

Output
Energy, eV: -72811.75846
Max |F|, eV/Å: 6.0
HOMO level (spin up / spin down), eV: -19.146 / -19.304

Geometry as ORCA input:
```
! RIJCOSX wB97M-V def2-TZVPD def2/J DEFGRID3
* xyz 4 1
V -0.33 -0.76 0.49
C 1.03 4.33 1.95
N 0.17 3.30 1.37
C -1.24 3.65 1.35
C 0.64 2.13 0.88
N -0.07 1.01 0.92
C -1.04 0.72 1.93
C -0.81 1.14 3.24
C -1.75 0.97 4.24
C -2.92 0.27 3.98
C -3.13 -0.33 2.73
C -4.19 -1.24 2.58
C -4.25 -2.07 1.47
C -3.35 -1.90 0.43
C -2.44 -0.85 0.44
N -1.67 -0.54 -0.73
C -2.19 -0.64 -1.97
N -3.53 -0.75 -2.17
C -4.51 0.05 -1.47
C -4.09 -1.75 -3.07
N -1.38 -0.60 -3.03
C 0.06 -0.66 -2.89
C -1.86 -0.35 -4.38
C -2.22 -0.08 1.65
N 1.93 2.15 0.33
C 2.62 0.97 -0.09
C 2.40 3.36 -0.37
H 0.72 4.49 3.00
H 0.91 5.29 1.40
H 2.08 4.02 1.96
H -1.36 4.56 1.96
H -1.90 2.86 1.74
H -1.56 3.89 0.32
H 0.14 1.66 3.45
H -1.57 1.39 5.24
H -3.66 0.12 4.76
H -4.91 -1.33 3.39
H -5.01 -2.86 1.40
H -3.38 -2.55 -0.46
H -4.02 0.80 -0.84
H -5.18 -0.59 -0.87
H -5.13 0.60 -2.22
H -3.30 -2.43 -3.44
H -4.62 -1.29 -3.94
H -4.83 -2.36 -2.51
H 0.45 0.23 -2.36
H 0.50 -0.67 -3.90
H 0.36 -1.57 -2.35
H -2.85 0.14 -4.37
H -1.90 -1.29 -4.98
H -1.15 0.33 -4.89
H 3.43 0.60 1.78
H 3.57 1.29 -0.55
H 2.01 0.29 -0.73
H 1.59 4.09 -0.47
H 2.73 3.09 -1.39
H 3.26 3.81 0.17
O 1.04 -1.54 -0.07
C 1.97 -2.37 -0.31
C 3.31 -2.15 -0.01
C 4.22 -3.14 -0.44
C 5.58 -3.01 -0.20
C 6.10 -1.92 0.48
C 5.22 -0.91 0.90
C 3.88 -1.03 0.65
O 2.97 0.06 1.07
N 6.47 -4.06 -0.70
O 7.66 -4.01 -0.34
O 5.96 -4.90 -1.46
H 1.68 -3.28 -0.84
H 3.85 -4.02 -0.98
H 7.18 -1.85 0.68
H 5.62 -0.03 1.43
*
```

=====

Entry 6:
Entry from the Open Molecules 2025 dataset: a structure of composition C27H35BiN4O3S (ωB97M-V/def2-TZVPD).

Output
Energy, eV: -57331.55402
Max |F|, eV/Å: 0.2
HOMO level, eV: -13.451

Geometry as ORCA input:
```
! RIJCOSX wB97M-V def2-TZVPD def2/J DEFGRID3
* xyz 2 1
Bi 0.04 0.82 -0.30
C -2.30 1.84 2.18
C -1.89 0.38 2.33
N -1.70 -0.26 1.00
C -3.00 -0.52 0.31
C -3.01 -0.09 -1.15
N -2.40 1.24 -1.32
C -3.15 2.35 -0.70
C -2.26 3.26 0.14
N -1.48 2.53 1.17
H -2.21 2.32 3.16
H -3.35 1.92 1.92
H -2.64 -0.16 2.91
H -0.94 0.30 2.85
H -1.23 -1.15 1.14
H -3.78 0.00 0.86
H -3.24 -1.58 0.37
H -4.04 -0.13 -1.51
H -2.43 -0.79 -1.75
H -2.31 1.42 -2.31
H -3.96 1.95 -0.09
H -3.63 2.97 -1.46
H -2.89 4.04 0.60
H -1.55 3.78 -0.51
H -0.89 3.21 1.63
C -1.80 -5.10 -3.39
O -0.63 -4.63 -4.06
C 0.03 -3.59 -3.57
C 1.18 -3.20 -4.28
C 1.92 -2.16 -3.82
C 1.58 -1.43 -2.66
C 2.47 -0.39 -2.20
C 3.80 -0.16 -2.87
O 2.20 0.37 -1.24
C 0.41 -1.81 -1.97
O -0.05 -1.23 -0.84
C -0.35 -2.90 -2.42
H -2.15 -5.95 -3.97
H -2.57 -4.33 -3.37
H -1.56 -5.42 -2.38
H 1.45 -3.75 -5.17
H 2.81 -1.88 -4.37
H 4.38 -1.08 -2.93
H 4.35 0.59 -2.32
H 3.65 0.19 -3.89
H -1.22 -3.18 -1.85
N 1.18 0.25 1.57
S 2.19 -1.03 1.54
C 1.97 -1.89 3.08
C 2.42 -3.20 3.11
C 2.32 -3.92 4.30
C 1.76 -3.32 5.42
C 1.30 -2.01 5.37
C 1.41 -1.29 4.20
C 3.85 -0.42 1.69
C 4.73 -0.73 0.67
C 6.04 -0.27 0.75
C 6.44 0.48 1.84
C 5.55 0.78 2.86
C 4.25 0.33 2.80
H 1.48 0.98 2.21
H 2.85 -3.66 2.23
H 2.67 -4.94 4.34
H 1.68 -3.89 6.34
H 0.87 -1.56 6.25
H 1.05 -0.26 4.15
H 4.40 -1.32 -0.17
H 6.74 -0.51 -0.04
H 7.47 0.83 1.90
H 5.88 1.36 3.72
H 3.56 0.52 3.61
*
```